#A
The following is a DFT calculation (ωB97M-V/def2-TZVPD) of 2 unconnected molecules or ions with the total composition C4H8NO3.

```
16
Properties=species:S:1:pos:R:3
C 0.60 0.04 -1.87
C 2.01 -0.10 -1.39
O 2.96 -0.36 -2.12
N 2.13 0.07 -0.04
H 3.03 0.28 0.31
H 1.30 0.00 0.58
H -0.13 -0.42 -1.20
H 0.53 -0.24 -2.91
H 0.36 1.12 -1.83
C -2.38 -0.08 1.23
C -0.96 -0.04 1.89
O -0.12 -0.78 1.30
O -0.83 0.70 2.87
H -2.50 0.38 0.25
H -3.16 0.50 1.77
H -2.86 -1.06 1.17
```

Results
Molecular weight in g/mol: 118.11
Spin multiplicity: 1
Gap between HOMO and LUMO in eV: 8.69
Net charge: -1

#B
The following is a DFT calculation (ωB97M-V/def2-TZVPD) of 2 unconnected molecules or ions with the total composition C4H8NO3.

```
16
Properties=species:S:1:pos:R:3
C 0.69 0.34 2.77
C 0.88 0.90 1.34
O 1.87 0.38 0.74
O 0.21 1.89 0.99
H 1.09 1.07 3.48
H 0.95 -0.70 2.98
H -0.39 0.34 2.95
C -1.04 -0.20 -0.73
C -0.69 -1.08 -1.91
O -1.11 -2.21 -2.11
N 0.02 -0.42 -2.88
H -1.07 -0.70 0.22
H -2.00 0.28 -0.87
H 0.54 -0.97 -3.55
H 0.40 0.48 -2.66
H -0.34 0.62 -0.77
```

Results
Molecular weight in g/mol: 118.11
Spin multiplicity: 1
Gap between HOMO and LUMO in eV: 7.95
Net charge: -1

Which structure loses on stability? #B does.

#A
The following is a DFT calculation (ωB97M-V/def2-TZVPD) of C4H12N4O in the gas phase.

```
21
Properties=species:S:1:pos:R:3
C -1.48 -0.57 -1.22
N 0.06 -0.66 -0.83
N 0.62 -1.92 -0.53
C 0.47 0.54 -0.05
C 1.80 0.46 0.70
N 0.55 1.66 -0.99
C -0.73 0.76 0.95
N -0.88 -0.24 1.90
O -1.35 1.84 1.02
H -2.28 -0.58 -0.48
H -1.67 -1.48 -1.80
H -1.59 0.25 -1.93
H 1.64 -1.85 -0.67
H 0.24 -2.66 -1.11
H 1.81 -0.35 1.44
H 2.63 0.29 0.01
H 1.99 1.39 1.26
H -0.41 1.96 -1.19
H 0.92 2.47 -0.49
H -1.74 -0.17 2.44
H -0.60 -1.16 1.57
```

Results
Molecular weight in g/mol: 132.17
Spin multiplicity: 1
Gap between HOMO and LUMO in eV: 8.37
Net charge: 0

#B
The following is a DFT calculation (ωB97M-V/def2-TZVPD) of C4H12N4O in the gas phase.

```
21
Properties=species:S:1:pos:R:3
C 1.93 0.14 -2.07
N 0.80 -0.36 -1.33
C 0.92 -0.70 -0.11
N 2.09 -0.71 0.61
C -0.31 -1.13 0.64
C -1.16 0.09 1.01
N -2.40 -0.35 1.62
N -1.62 0.79 -0.22
O -1.26 2.17 -0.15
H 2.35 1.04 -1.63
H 1.58 0.38 -3.08
H 2.72 -0.61 -2.16
H 2.90 -0.24 0.24
H 2.05 -0.86 1.61
H -0.07 -1.68 1.55
H -0.90 -1.78 -0.01
H -0.62 0.79 1.67
H -2.86 0.42 2.10
H -2.94 -0.48 0.67
H -1.11 0.43 -1.03
H -2.08 2.63 0.06
```

Results
Molecular weight in g/mol: 132.17
Spin multiplicity: 1
Gap between HOMO and LUMO in eV: 9.60
Net charge: 0

#C
The following is a DFT calculation (ωB97M-V/def2-TZVPD) of 2 unconnected molecules or ions with the total composition C4H12N4O.

```
21
Properties=species:S:1:pos:R:3
C 0.77 -1.23 1.54
N 0.36 -0.77 0.23
C 1.28 -1.12 -0.84
C -1.02 -0.61 -0.15
N -1.94 -0.93 0.84
O -1.38 -0.81 -1.32
H 0.76 -2.33 1.55
H 0.12 -0.87 2.34
H 1.79 -0.92 1.75
H 2.29 -0.76 -0.58
H 0.96 -0.65 -1.77
H 1.30 -2.20 -0.98
H -2.88 -0.78 0.50
H -1.80 -0.46 1.73
C 1.02 2.38 -0.48
N -0.14 2.30 0.05
N -1.21 1.79 -0.90
H 1.30 1.79 -1.36
H 1.75 3.01 0.06
H -2.13 2.07 -0.56
H -1.20 1.08 -1.64
```

Results
Molecular weight in g/mol: 132.17
Spin multiplicity: 1
Gap between HOMO and LUMO in eV: 9.38
Net charge: 0

#D
The following is a DFT calculation (ωB97M-V/def2-TZVPD) of 2 unconnected molecules or ions with the total composition C4H12N4O.

```
21
Properties=species:S:1:pos:R:3
H 1.49 -1.67 -1.76
N 0.51 -1.40 -1.68
C 0.40 -0.13 -1.46
C 1.63 0.75 -1.49
N -0.88 0.43 -1.46
N -1.20 1.68 -0.90
H 2.27 0.46 -2.33
H 1.41 1.81 -1.57
H 2.20 0.58 -0.57
H -1.62 -0.27 -1.60
H -1.80 1.54 -0.08
H -0.38 2.13 -0.50
C -1.08 -1.56 1.59
C -0.73 -0.10 1.67
N 0.62 0.17 1.76
O -1.56 0.79 1.84
H -2.02 -1.67 1.05
H -0.30 -2.12 1.07
H -1.18 -1.97 2.60
H 1.32 -0.56 1.82
H 0.89 1.12 1.99
```

Results
Molecular weight in g/mol: 132.17
Spin multiplicity: 1
Gap between HOMO and LUMO in eV: 8.53
Net charge: 0

Which structure loses on stability? #C does.